Record 1
{
  "formula": "C5H13N2",
  "method": "ωB97M-V/def2-TZVPD",
  "smiles": "C=C(N)C[C@H](C)[NH3+]",
  "de_lowest_kj_mol": 404.76,
  "total_charge": 1,
  "total_energy_ev": -8366.615,
  "gap_ev": 8.585,
  "species": ["C", "C", "N", "C", "C", "C", "N", "H", "H", "H", "H", "H", "H", "H", "H", "H", "H", "H", "H", "H"],
  "coordinates": [[1.684, 0.639, 0.700], [0.683, -0.326, 1.145], [0.984, -0.667, 2.473], [-0.454, -1.119, 0.367], [-0.908, -0.267, -0.942], [-0.084, 0.030, -2.136], [-1.349, 1.169, -0.264], [1.774, 0.702, -0.309], [2.332, 1.353, 1.368], [1.904, -0.668, 2.550], [0.690, -1.610, 2.810], [-0.265, -2.102, 0.072], [-1.375, -1.094, 1.091], [-1.894, -0.856, -1.236], [0.615, 0.869, -1.974], [0.477, -0.823, -2.383], [-0.675, 0.444, -3.002], [-1.170, 1.954, -1.022], [-2.217, 0.939, 0.160], [-0.752, 1.434, 0.533]],
  "forces_ev_per_a": [[-3.230, -1.437, 3.055], [4.210, 1.341, -0.227], [-6.000, -2.148, -0.085], [-0.424, 4.857, 0.602], [-2.609, -0.883, 2.691], [-0.068, 2.320, -0.596], [2.140, -0.185, -2.618], [0.369, 0.818, -2.767], [-1.424, -2.087, -1.104], [5.052, 0.365, 0.872], [-0.302, 1.256, -0.446], [0.671, -1.614, -0.191], [1.584, -0.297, -1.312], [1.693, 1.806, 0.400], [0.056, -0.580, 0.309], [0.702, -1.097, -0.767], [0.210, -1.045, 0.787], [-1.590, -1.826, 2.034], [-1.703, 0.912, -0.290], [0.665, -0.476, -0.345]]
}

---

Record 2
{
  "formula": "C5H13N2",
  "method": "ωB97M-V/def2-TZVPD",
  "smiles": "NC[C@H]1CCC[NH2+]1",
  "de_lowest_kj_mol": 86.48,
  "total_charge": 1,
  "total_energy_ev": -8369.914,
  "gap_ev": 11.163,
  "species": ["N", "C", "C", "C", "C", "C", "N", "H", "H", "H", "H", "H", "H", "H", "H", "H", "H", "H", "H", "H"],
  "coordinates": [[2.493, -0.380, -0.365], [1.549, 0.071, 0.663], [0.215, -0.605, 0.401], [-1.004, -0.070, 1.161], [-1.764, 0.871, 0.232], [-1.492, 0.353, -1.160], [-0.132, -0.360, -1.062], [2.914, -1.271, -0.147], [3.304, 0.238, -0.361], [1.887, -0.091, 1.674], [1.428, 1.142, 0.522], [0.278, -1.681, 0.519], [-1.649, -0.831, 1.603], [-0.615, 0.457, 2.019], [-2.829, 0.930, 0.445], [-1.328, 1.864, 0.361], [-1.516, 0.998, -2.018], [-2.127, -0.500, -1.398], [0.610, 0.124, -1.571], [-0.224, -1.260, -1.520]],
  "forces_ev_per_a": [[0.557, 0.524, 0.099], [0.106, -0.126, -0.703], [-0.662, 0.045, -0.218], [0.147, -0.008, 0.683], [0.609, 0.646, -0.008], [0.134, -1.822, 0.128], [-0.503, 0.177, -0.360], [-0.260, -0.438, 0.141], [-0.271, 0.100, -0.221], [-0.069, -0.168, 0.512], [-0.098, 0.248, 0.123], [0.279, -0.169, -0.012], [0.149, -0.304, -0.445], [-0.040, 0.376, 0.330], [0.052, -0.015, -0.014], [-0.252, 0.106, -0.196], [0.180, 0.599, -0.074], [-0.535, 0.282, 0.088], [0.338, -0.020, 0.362], [0.138, -0.036, -0.214]]
}

---

Record 3
{
  "formula": "C5H13N2",
  "method": "ωB97M-V/def2-TZVPD",
  "de_lowest_kj_mol": 264.90,
  "total_charge": 1,
  "total_energy_ev": -8368.065,
  "gap_ev": 10.799,
  "species": ["C", "C", "C", "N", "H", "H", "H", "H", "H", "H", "H", "C", "C", "N", "H", "H", "H", "H", "H", "H"],
  "coordinates": [[-0.683, -2.128, -0.346], [0.618, -1.782, 0.348], [2.146, -0.289, -0.779], [1.216, -0.461, 0.100], [-0.756, -3.210, -0.078], [-1.597, -1.632, 0.009], [-0.608, -2.071, -1.468], [1.359, -2.525, 0.052], [0.437, -1.795, 1.421], [2.735, -1.103, -1.228], [2.234, 0.719, -1.199], [-1.402, 1.467, -0.468], [-0.278, 2.505, 1.337], [-0.325, 1.567, 0.505], [-1.938, 0.577, -0.241], [-0.934, 1.437, -1.465], [-2.100, 2.313, -0.326], [-1.014, 3.316, 1.345], [0.476, 2.428, 2.063], [0.414, 0.665, 0.419]],
  "forces_ev_per_a": [[-0.005, -0.861, -0.970], [1.100, 0.324, 0.780], [-1.547, -0.202, 0.685], [0.093, 0.355, -2.282], [-0.432, 0.734, -0.398], [0.467, -0.010, -0.061], [-0.111, 0.043, 1.099], [0.014, -0.195, 0.284], [0.181, -0.431, 0.125], [-0.331, 0.153, 0.217], [0.649, -0.163, 0.498], [0.246, 1.257, -0.180], [-0.606, 0.160, -0.117], [-0.690, -0.135, -0.505], [-0.391, -0.862, -0.173], [-0.572, -0.022, 0.264], [0.416, -0.317, -0.435], [0.255, -0.265, -0.001], [0.992, 0.385, 0.976], [0.272, 0.052, 0.193]]
}

---

Record 4
{
  "formula": "C5H13N2",
  "method": "ωB97M-V/def2-TZVPD",
  "de_lowest_kj_mol": 480.13,
  "total_charge": 1,
  "total_energy_ev": -8365.834,
  "gap_ev": 10.045,
  "species": ["C", "C", "C", "C", "C", "N", "N", "H", "H", "H", "H", "H", "H", "H", "H", "H", "H", "H", "H", "H"],
  "coordinates": [[-0.892, -0.373, 1.542], [-1.669, 0.840, 1.632], [0.054, 0.088, -2.032], [1.090, 1.377, -0.546], [0.755, -1.854, 0.430], [-0.089, 0.575, -0.655], [-0.127, -0.711, 0.578], [-1.062, -1.002, 2.435], [-2.553, 0.795, 0.931], [-2.007, 1.131, 2.637], [-0.974, 1.554, 1.000], [-0.326, 0.957, -2.710], [1.058, -0.017, -2.394], [-0.574, -0.786, -2.220], [1.107, 1.834, 0.459], [2.069, 0.832, -0.525], [1.323, 2.188, -1.259], [1.852, -1.723, 0.730], [0.633, -2.268, -0.532], [0.346, -2.638, 1.055]],
  "forces_ev_per_a": [[-0.502, -1.281, 0.959], [0.462, 2.427, -2.886], [-2.208, 0.420, -1.193], [2.979, 0.645, 3.682], [0.729, -0.391, 1.640], [-0.183, -1.189, -0.694], [1.133, 2.817, -2.077], [0.827, -0.518, -0.754], [0.658, -0.191, 0.771], [0.490, -0.121, -0.495], [-1.806, -0.411, 1.936], [0.161, -1.401, 1.392], [0.748, -0.667, 0.245], [0.129, 0.133, -0.148], [-0.123, 0.293, -0.341], [-0.773, -0.243, -0.348], [-1.277, -0.523, -0.186], [-1.699, 0.385, -0.603], [0.237, -0.060, -1.392], [0.018, -0.122, 0.494]]
}

---

Record 5
{
  "formula": "C5H13N2",
  "method": "ωB97M-V/def2-TZVPD",
  "smiles": "CN/C=C/CC[NH3+]",
  "de_lowest_kj_mol": 227.33,
  "total_charge": 1,
  "total_energy_ev": -8368.454,
  "gap_ev": 7.294,
  "species": ["C", "N", "C", "C", "C", "C", "N", "H", "H", "H", "H", "H", "H", "H", "H", "H", "H", "H", "H", "H"],
  "coordinates": [[-1.961, 2.650, -1.538], [-0.694, 1.928, -1.508], [-0.595, 0.679, -1.012], [0.543, -0.001, -0.765], [0.744, -1.348, -0.092], [0.861, -1.040, 1.367], [1.183, -2.292, 2.226], [-2.192, 2.993, -2.552], [-2.806, 2.032, -1.298], [-1.939, 3.546, -0.909], [0.036, 2.602, -1.658], [-1.560, 0.183, -0.842], [1.450, 0.497, -1.061], [1.685, -1.750, -0.537], [-0.012, -2.026, -0.483], [1.595, -0.267, 1.588], [-0.068, -0.669, 1.758], [2.173, -2.537, 2.220], [0.556, -3.011, 1.870], [1.003, -2.170, 3.227]],
  "forces_ev_per_a": [[-0.077, 0.454, -0.828], [-1.433, 0.996, -0.232], [0.288, -0.946, 0.440], [0.226, 0.487, -0.211], [0.810, 0.638, -2.139], [-0.019, -0.304, 0.777], [-0.087, 0.721, 0.349], [0.249, 0.039, -0.001], [-0.179, -0.424, 0.531], [-0.045, -0.308, 0.139], [0.836, -0.835, 0.197], [0.209, 0.347, 0.046], [0.398, 0.158, 0.097], [-0.396, 0.158, 0.663], [-0.449, -0.272, 0.932], [0.230, -0.278, -0.159], [-0.545, 0.049, 0.157], [-0.065, -0.401, -0.704], [0.455, -0.505, 0.135], [-0.405, 0.224, -0.189]]
}

---

Record 6
{
  "formula": "C5H13N2",
  "method": "ωB97M-V/def2-TZVPD",
  "smiles": "CCN1C[N+]1(C)C",
  "de_lowest_kj_mol": 471.82,
  "total_charge": 1,
  "total_energy_ev": -8365.920,
  "gap_ev": 11.655,
  "species": ["C", "C", "N", "C", "N", "C", "C", "H", "H", "H", "H", "H", "H", "H", "H", "H", "H", "H", "H", "H"],
  "coordinates": [[-2.427, -0.042, 0.300], [-1.380, 0.520, -0.767], [-0.059, 0.874, -0.127], [0.417, 0.674, 1.238], [1.005, -0.045, 0.016], [2.265, 0.540, -0.479], [0.735, -1.480, -0.168], [-2.404, 0.427, 1.311], [-3.383, 0.082, -0.162], [-2.306, -1.158, 0.526], [-1.161, -0.237, -1.402], [-1.832, 1.413, -1.309], [0.913, 1.496, 1.644], [-0.213, 0.123, 1.993], [2.486, -0.029, -1.459], [2.007, 1.653, -0.662], [3.228, 0.367, 0.216], [0.883, -1.471, -1.284], [1.520, -2.091, 0.387], [-0.292, -1.618, 0.188]],
  "forces_ev_per_a": [[1.355, -0.911, 0.084], [-1.299, 1.744, 4.035], [-1.041, 1.433, 0.037], [-2.421, -1.678, -1.787], [0.232, 1.041, 3.128], [2.238, 0.001, -1.039], [1.279, 0.391, -0.646], [-0.043, 0.175, -0.998], [-0.779, 0.044, 0.069], [-0.031, 1.407, -0.580], [0.455, -2.135, -2.458], [1.092, -1.035, 0.837], [1.263, 1.024, 0.373], [0.894, -0.040, -1.188], [-0.240, 1.265, 1.334], [0.870, -1.980, 0.280], [-2.574, 0.388, -1.277], [-0.539, -1.333, 0.998], [-1.170, 0.753, -0.860], [0.459, -0.553, -0.341]]
}

---

Record 7
{
  "formula": "C5H13N2",
  "method": "ωB97M-V/def2-TZVPD",
  "smiles": "C/[NH+]=C(/C)CCN",
  "de_lowest_kj_mol": 335.66,
  "total_charge": 1,
  "total_energy_ev": -8367.331,
  "gap_ev": 8.396,
  "species": ["C", "N", "C", "C", "C", "C", "N", "H", "H", "H", "H", "H", "H", "H", "H", "H", "H", "H", "H", "H"],
  "coordinates": [[1.890, -1.355, -1.170], [1.650, 0.047, -0.821], [0.619, 0.495, -0.181], [0.701, 2.045, -0.380], [-0.451, -0.307, 0.531], [-2.092, -0.589, 0.128], [-2.928, -0.435, 1.202], [1.008, -1.779, -1.739], [2.722, -1.301, -1.964], [2.300, -1.969, -0.332], [2.283, 0.741, -1.094], [-0.214, 2.442, 0.053], [1.436, 2.621, 0.098], [0.718, 2.161, -1.444], [-0.018, -1.324, 0.813], [-0.624, 0.207, 1.534], [-2.117, -1.737, 0.108], [-2.540, -0.089, -0.838], [-3.298, -1.372, 1.572], [-3.268, 0.330, 1.757]],
  "forces_ev_per_a": [[1.569, -0.441, -2.098], [-1.848, -3.008, 1.186], [0.405, 1.954, -0.413], [-3.318, -1.566, 1.088], [0.121, -0.178, 1.322], [0.633, -1.130, -1.969], [-2.320, -2.830, 3.107], [0.882, 0.350, 1.189], [-1.157, -0.295, 1.239], [-0.761, 0.511, -0.585], [1.264, 0.763, -0.787], [-0.296, 0.321, -0.425], [1.619, 0.056, 0.716], [-0.112, 0.522, -0.535], [-0.513, 1.283, -0.620], [0.497, -0.338, -1.310], [0.464, 1.776, -1.384], [1.692, -0.827, 1.505], [0.807, 2.526, -0.538], [0.373, 0.551, -0.689]]
}

---

Record 8
{
  "formula": "C5H13N2",
  "method": "ωB97M-V/def2-TZVPD",
  "smiles": "C[C@H](N)C/C=C/[NH3+]",
  "de_lowest_kj_mol": 351.19,
  "total_charge": 1,
  "total_energy_ev": -8367.171,
  "gap_ev": 9.199,
  "species": ["C", "C", "N", "C", "C", "C", "N", "H", "H", "H", "H", "H", "H", "H", "H", "H", "H", "H", "H", "H"],
  "coordinates": [[-2.424, 0.746, 0.487], [-0.927, 0.678, 0.297], [-0.523, 0.512, -1.158], [-0.246, -0.381, 1.158], [0.690, -1.215, 0.377], [1.970, -0.745, 0.318], [2.547, -0.398, -1.007], [-2.947, 1.676, 0.233], [-2.666, 0.701, 1.557], [-2.941, -0.106, 0.050], [-0.563, 1.675, 0.609], [-1.011, -0.268, -1.586], [-0.830, 1.381, -1.582], [-1.111, -1.055, 1.381], [0.207, -0.005, 2.083], [0.155, -1.886, -0.296], [2.621, -0.577, 1.154], [2.841, 0.583, -0.998], [1.784, -0.425, -1.705], [3.372, -0.891, -1.369]],
  "forces_ev_per_a": [[-0.878, -0.214, 1.225], [0.681, 1.478, -1.444], [0.168, 0.696, 1.072], [-1.948, -2.620, 2.181], [1.234, 1.642, -0.503], [-1.022, -1.057, -0.738], [0.471, -0.744, -0.739], [0.588, -0.128, -0.698], [0.259, -0.246, 0.047], [-0.027, -0.053, -0.250], [0.303, -0.447, -0.303], [-0.348, 0.229, -0.016], [-0.069, -0.301, -0.515], [0.680, 0.390, 0.716], [-0.321, 0.125, -0.230], [0.734, 0.523, -0.794], [-0.211, 1.051, 0.255], [-0.235, 0.057, 0.298], [0.088, -0.011, 0.260], [-0.145, -0.372, 0.175]]
}